Entry from OMol25: a 3-piece molecular cluster, C3H14N2O2 overall (ωB97M-V with the def2-TZVPD basis set).

Its highest occupied orbital energy (alpha / beta) is 1.065 / -6.234 eV. As for the expectation value of S²: 0.750. The charge is -1. As for the relative energy (zero: lowest compared OMol25 entry of this formula, charge and spin): 0.725 eV. The value obtained for the LUMO energy (alpha / beta) is 3.41 / 3.33 eV. As for the spin multiplicity: 2.

Geometry (Å):
C1 0.731 1.845 -1.769
C2 0.011 1.024 -0.694
N1 0.955 0.228 0.094
C3 0.339 -0.730 0.995
N2 1.285 -1.677 1.601
H1 1.172 2.737 -1.289
H2 0.029 2.192 -2.518
H3 1.608 1.333 -2.163
H4 -0.471 1.753 -0.025
H5 -0.855 0.422 -0.994
H6 1.517 0.851 0.661
H7 -0.342 -1.383 0.437
H8 -0.348 -0.291 1.728
H9 1.572 -2.314 0.862
H10 2.134 -1.157 1.810
H11 -4.055 0.757 2.408
H12 -3.333 -0.519 2.644
O1 -3.639 0.035 1.902
H13 0.710 -1.371 -1.179
H14 0.177 -1.741 -2.598
O2 0.804 -1.991 -1.913

=====

Entry from OMol25: a 3-piece molecular cluster, C3H14N2O2 overall (ωB97M-V with the def2-TZVPD basis set).

Its highest occupied orbital energy is -9.227 eV. The charge is 0. As for the relative energy (zero: lowest compared OMol25 entry of this formula, charge and spin): 1.906 eV. The value obtained for the LUMO energy is 0.79 eV.

Geometry (Å):
N1 0.787 0.551 0.697
C1 -0.191 -0.401 1.168
C2 -1.474 0.278 1.804
C3 -0.754 -1.250 -0.045
N2 0.220 -1.871 -0.953
H1 0.476 1.075 -0.215
H2 1.117 1.193 1.439
H3 0.307 -1.220 1.668
H4 -2.051 -0.570 2.426
H5 -1.302 1.084 2.574
H6 -2.108 0.931 1.134
H7 -1.449 -0.545 -0.659
H8 -1.356 -1.950 0.425
H9 0.576 -2.709 -0.438
H10 1.043 -1.410 -1.236
H11 3.530 5.965 -0.410
H12 1.960 5.906 -0.258
O1 2.809 5.389 -0.475
H13 -0.603 -2.761 -2.586
H14 -0.413 -4.138 -3.068
O2 -1.125 -3.547 -2.994

=====

Entry from OMol25: a 3-piece molecular cluster, C3H14N2O2 overall (ωB97M-V with the def2-TZVPD basis set).

Its highest occupied orbital energy is -8.919 eV. The charge is 0. As for the relative energy (zero: lowest compared OMol25 entry of this formula, charge and spin): 0.964 eV. The value obtained for the LUMO energy is 0.71 eV.

Geometry (Å):
N1 0.931 -0.994 0.047
C1 0.681 -0.281 -1.194
C2 1.978 0.255 -1.849
C3 -0.391 0.804 -1.106
N2 -1.755 0.367 -0.936
H1 1.422 -0.438 0.736
H2 1.456 -1.825 -0.167
H3 0.257 -1.002 -1.904
H4 1.942 1.117 -2.509
H5 2.429 -0.546 -2.438
H6 2.674 0.498 -1.040
H7 -0.207 1.490 -0.272
H8 -0.280 1.416 -2.004
H9 -2.025 -0.530 -1.308
H10 -2.093 0.416 0.012
H11 0.204 -2.379 2.108
H12 -1.254 -2.019 1.864
O1 -0.521 -1.861 2.464
H13 -2.138 1.311 2.693
H14 -1.569 2.044 3.875
O2 -1.740 2.158 2.929

=====

Entry from OMol25: a 3-piece molecular cluster, C3H14N2O2S overall (ωB97M-V with the def2-TZVPD basis set).

Its highest occupied orbital energy is -9.198 eV. The charge is 0. As for the relative energy (zero: lowest compared OMol25 entry of this formula, charge and spin): 0.416 eV. The value obtained for the LUMO energy is 0.64 eV.

Geometry (Å):
N1 0.037 -0.826 1.312
C1 -0.698 0.250 0.665
C2 -1.378 1.089 1.712
S1 -0.458 2.552 2.435
C3 -1.597 -0.432 -0.487
N2 -0.985 -0.890 -1.677
H1 -0.650 -1.559 1.478
H2 0.678 -0.532 2.026
H3 -0.059 0.882 -0.011
H4 -1.481 0.531 2.667
H5 -2.313 1.603 1.413
H6 0.156 2.752 1.252
H7 -2.114 -1.221 0.060
H8 -2.422 0.212 -0.846
H9 -0.151 -1.466 -1.625
H10 -0.771 -0.074 -2.271
H11 1.432 -1.380 -0.068
H12 2.121 -2.325 -1.160
O1 1.939 -1.418 -0.901
H13 2.393 0.183 -2.065
H14 3.376 1.159 -1.542
O2 2.945 0.909 -2.368

=====

Entry from OMol25: a 3-piece molecular cluster, C3H14N2O2S overall (ωB97M-V with the def2-TZVPD basis set).

Its highest occupied orbital energy is -9.051 eV. The charge is 0. As for the relative energy (zero: lowest compared OMol25 entry of this formula, charge and spin): 0.479 eV. The value obtained for the LUMO energy is 0.66 eV.

Geometry (Å):
N1 -2.004 -0.114 -0.740
C1 -0.638 -0.474 -0.234
C2 0.063 -1.686 -0.860
S1 -0.852 -3.212 -0.520
C3 0.131 0.856 -0.641
N2 1.095 1.072 0.444
H1 -1.981 -0.312 -1.738
H2 -1.567 -3.182 -1.639
H3 -2.683 -0.779 -0.367
H4 -0.656 -0.629 0.841
H5 1.081 -1.758 -0.470
H6 0.150 -1.609 -1.951
H7 0.519 0.677 -1.656
H8 -0.515 1.719 -0.534
H9 1.781 0.341 0.558
H10 1.576 1.945 0.590
H11 -1.328 2.097 1.976
H12 -2.014 1.672 0.594
O1 -1.939 2.370 1.267
H13 4.205 3.793 2.182
H14 3.966 3.665 0.616
O2 4.418 3.281 1.375

=====

Entry from OMol25: C3H14N4O as an isolated structure (ωB97M-V with the def2-TZVPD basis set).

Its highest occupied orbital energy is -8.093 eV. The charge is 0. As for the relative energy (zero: lowest compared OMol25 entry of this formula, charge and spin): 3.515 eV. The value obtained for the LUMO energy is 0.97 eV.

Geometry (Å):
C1 0.909 -0.939 0.939
C2 1.933 0.498 -1.196
N1 1.368 -2.120 0.271
N2 1.403 1.660 -1.292
O1 -0.243 -1.187 1.795
H1 -0.009 -1.828 2.480
H2 1.720 -0.586 1.592
H3 1.518 -2.910 0.893
H4 0.724 -2.380 -0.468
H5 -0.398 1.269 -1.008
H6 1.918 2.389 -0.799
H7 1.492 -0.293 -1.790
H8 2.863 0.264 -0.678
C3 -1.793 1.471 0.545
N3 -1.024 0.667 -0.402
N4 -1.801 -0.194 -1.230
H9 0.093 -0.131 0.214
H10 -2.110 -0.961 -0.635
H11 -2.619 0.291 -1.605
H12 -1.110 2.148 1.053
H13 -2.572 2.062 0.048
H14 -2.261 0.809 1.273

=====

Look up the charge of the second one. 0

=====

charge of number 2 (C3H14N2O2)? 0